{"formula": "C5H8S", "method": "ωB97M-V/def2-TZVPD", "species": ["S", "C", "C", "C", "C", "C", "H", "H", "H", "H", "H", "H", "H", "H"], "positions_angstrom": [[-3.33772, 0.40361, -0.23072], [-2.05125, -0.37297, 0.41493], [-0.85168, -0.90319, -0.32756], [0.36199, -0.24416, 0.31648], [0.95864, 1.20951, -0.02358], [1.78701, -0.04790, -0.41627], [-1.61187, 0.01878, 1.59839], [-1.02279, -0.66608, -1.41339], [-0.61780, -1.88726, -0.14456], [0.51239, -0.49029, 1.43332], [1.12503, 1.96266, 0.75926], [0.39635, 1.77042, -0.68401], [2.68984, -0.63992, 0.17971], [1.66187, -0.11320, -1.46201]], "lowdin_charge": [0.633, -0.684, -0.285, -0.301, -0.117, -0.097, 0.145, 0.124, 0.079, 0.141, 0.090, 0.057, 0.156, 0.059], "orbital_gap_ev": 8.367, "smiles": "S=CCC1CC1", "total_charge": 0, "molar_mass_g_mol": 100.2, "fmax_ha_per_bohr": 0.0821, "e_tot_ha": -593.35540, "homo_energy_ev": -8.684}

***

{"formula": "C4H26NO10", "method": "ωB97M-V/def2-TZVPD", "species": ["C", "C", "C", "O", "N", "C", "O", "H", "H", "H", "H", "H", "H", "H", "H", "H", "H", "H", "H", "O", "H", "H", "O", "H", "H", "O", "H", "H", "O", "H", "H", "O", "H", "H", "O", "H", "H", "O", "H", "H", "O"], "positions_angstrom": [[-0.90420, 0.30655, 3.81508], [0.07956, -0.38480, 2.87052], [-0.67560, -1.28798, 1.91264], [0.20467, -2.33699, 1.40798], [0.76915, 0.74312, 2.21855], [1.87416, 0.38545, 1.40004], [1.55794, -0.08030, 0.03070], [-1.59810, 0.94766, 3.27049], [-0.38411, 0.85562, 4.58442], [-1.55148, -0.44935, 4.26690], [0.85577, -0.87426, 3.45694], [-1.43264, -1.86968, 2.44610], [-1.13902, -0.80143, 1.07062], [0.74640, -1.87615, 0.75343], [0.19848, 1.40935, 1.70653], [2.49326, 1.24676, 1.15359], [2.33391, -0.50888, 1.82090], [-3.02239, 0.84441, 1.47846], [-4.02951, 0.31233, 0.29495], [-3.92616, 0.79288, 1.12238], [-2.44906, -0.27307, -1.30450], [-3.36033, 0.64409, -2.00877], [-3.40899, -0.20648, -1.55795], [2.52066, 1.44808, -2.64490], [2.37284, 1.12949, -1.18698], [2.78582, 1.79169, -1.76906], [-0.78317, 1.22213, -1.67688], [-0.11350, -1.00038, -1.71281], [-0.86374, 0.50433, -1.04973], [-1.33067, 1.29772, 0.04521], [-2.51241, 2.39576, 0.57343], [-1.70088, 1.95949, 0.77671], [-0.11922, -1.71578, -3.13742], [0.61055, 0.02272, -0.26307], [0.35565, -1.61761, -2.31086], [3.39619, -0.68679, -1.79680], [2.44291, -1.90572, -1.85980], [3.03908, -1.36126, -2.38283], [1.84589, -0.30803, -3.36920], [0.76427, 0.61166, -3.81028], [1.66402, 0.38354, -4.05408]], "lowdin_charge": [-0.060, -0.358, -0.182, -0.084, -0.008, -0.221, -0.167, 0.066, 0.070, 0.073, 0.142, 0.120, 0.100, 0.040, 0.095, 0.118, 0.119, -0.008, -0.004, -0.104, 0.008, 0.034, -0.104, -0.003, -0.021, -0.092, 0.012, -0.004, -0.335, -0.026, 0.009, -0.159, 0.048, 0.031, -0.074, 0.032, 0.028, -0.064, -0.001, 0.025, -0.089], "orbital_gap_ev": 9.157, "total_charge": -1, "molar_mass_g_mol": 248.2, "fmax_ha_per_bohr": 0.0526, "e_tot_ha": -975.23518, "homo_energy_ev": -6.194}

***

{"formula": "C21H28F2I2N4O4S", "method": "ωB97M-V/def2-TZVPD", "species": ["C", "C", "I", "C", "I", "C", "C", "C", "N", "N", "N", "O", "S", "O", "O", "O", "C", "C", "C", "N", "H", "H", "H", "H", "H", "H", "H", "H", "H", "H", "H", "H", "H", "H", "H", "H", "H", "H", "F", "C", "C", "C", "C", "C", "C", "H", "H", "H", "H", "H", "F", "C", "C", "C", "C", "C", "C", "H", "H", "H", "H", "H"], "positions_angstrom": [[-1.28804, -4.29021, -2.40098], [-0.81835, -4.77669, -0.97515], [-1.77230, -6.59866, -0.20851], [0.18406, -4.10143, -0.23275], [0.67921, -5.06539, 1.68146], [0.91264, -2.77769, -0.75826], [1.88341, -2.33836, 0.42620], [2.65904, -0.95915, 0.19713], [3.06133, -0.68388, -1.19183], [1.88762, 0.13299, 0.84295], [3.94087, -1.06158, 0.99982], [1.64494, -3.18357, -1.96416], [1.27742, -2.38983, -3.36932], [1.00154, -3.23446, -4.58923], [2.28159, -1.40133, -3.90535], [-0.04011, -1.56090, -2.73113], [-0.02856, -1.57134, -1.26521], [-1.46315, -1.45500, -0.54564], [-2.32697, -0.35333, -1.31671], [-1.72255, 1.00819, -1.12537], [-1.73038, -3.25628, -2.43377], [-2.12226, -4.99569, -2.73198], [-0.43663, -4.46863, -3.11898], [2.68217, -3.11954, 0.64783], [1.20871, -2.15974, 1.32800], [3.99779, -1.03592, -1.40418], [3.06576, 0.34267, -1.27241], [1.57285, 0.83521, 0.17364], [2.38364, 0.53814, 1.63644], [4.52645, -1.78236, 0.56507], [3.67994, -1.33389, 1.95997], [0.36240, -0.51714, -1.07553], [-1.22580, -1.11059, 0.51763], [-1.99025, -2.44777, -0.44790], [-3.38849, -0.36356, -0.91346], [-2.34270, -0.55075, -2.42689], [-1.29701, 1.10085, -0.19732], [-0.94320, 1.11119, -1.79507], [3.51804, 2.58734, -0.21502], [3.00895, 3.82728, -0.10411], [1.63457, 4.00116, -0.10941], [1.10905, 5.28237, 0.01032], [1.96332, 6.37502, 0.12319], [3.34181, 6.18773, 0.12230], [3.86867, 4.90610, 0.01358], [0.98466, 3.13940, -0.20648], [0.03525, 5.42924, 0.01493], [1.55238, 7.37453, 0.21214], [4.00607, 7.04008, 0.20619], [4.93914, 4.74061, 0.01988], [-1.61207, 1.41421, 2.18701], [-2.88251, 1.08263, 2.48239], [-3.20625, -0.24473, 2.69404], [-4.51718, -0.58879, 3.00294], [-5.49201, 0.40020, 3.08694], [-5.15614, 1.73175, 2.86677], [-3.84320, 2.07649, 2.56744], [-2.43595, -1.00293, 2.61688], [-4.77868, -1.62612, 3.17703], [-6.51543, 0.13121, 3.32387], [-5.91690, 2.50136, 2.92750], [-3.56223, 3.10924, 2.40061]], "lowdin_charge": [-0.128, -0.709, 0.729, -0.576, 0.794, -0.365, -0.134, -0.603, 0.098, 0.081, 0.044, -0.186, 0.797, -0.289, -0.307, -0.220, -0.235, -0.112, -0.233, -0.009, 0.078, 0.068, 0.074, 0.096, 0.100, 0.096, 0.082, 0.045, 0.083, 0.072, 0.077, 0.123, 0.116, 0.103, 0.115, 0.117, 0.036, 0.066, 0.048, -0.283, -0.019, -0.078, -0.095, -0.080, -0.015, 0.100, 0.107, 0.102, 0.106, 0.118, 0.046, -0.291, -0.026, -0.078, -0.095, -0.079, -0.014, 0.110, 0.106, 0.102, 0.106, 0.118], "orbital_gap_ev": 8.565, "total_charge": 0, "molar_mass_g_mol": 724.4, "fmax_ha_per_bohr": 0.1071, "e_tot_ha": -2530.13797, "homo_energy_ev": -9.013}

***

{"formula": "C23H40N4O3", "method": "ωB97M-V/def2-TZVPD", "species": ["C", "C", "C", "C", "N", "C", "C", "N", "N", "C", "C", "C", "C", "C", "O", "N", "C", "O", "C", "O", "C", "C", "C", "C", "C", "C", "C", "C", "C", "C", "H", "H", "H", "H", "H", "H", "H", "H", "H", "H", "H", "H", "H", "H", "H", "H", "H", "H", "H", "H", "H", "H", "H", "H", "H", "H", "H", "H", "H", "H", "H", "H", "H", "H", "H", "H", "H", "H", "H", "H"], "positions_angstrom": [[5.98353, -2.85775, 2.05444], [5.39369, -1.79266, 2.97153], [4.15649, -1.11440, 2.38274], [2.95140, -2.05264, 2.33608], [1.77174, -1.42296, 1.75302], [1.79584, -1.28506, 0.34214], [2.06219, -0.05718, -0.22083], [2.35741, 1.01867, 0.56100], [2.08698, 0.10403, -1.58327], [2.28548, 1.41011, -2.19366], [0.98892, 2.22257, -2.23883], [1.21811, 3.60299, -2.84926], [-0.07335, 4.40947, -2.90459], [1.89857, -0.96505, -2.45217], [1.89259, -0.82455, -3.65251], [1.73506, -2.17657, -1.84784], [1.68379, -2.46253, -0.47855], [1.55204, -3.60791, -0.10346], [0.74462, -1.07690, 2.57830], [0.90947, -1.06132, 3.78569], [-0.63878, -0.77055, 2.00986], [-1.21977, -1.96796, 1.25382], [-2.69019, -1.71327, 0.93537], [-2.86828, -0.44114, 0.10223], [-4.35064, -0.21594, -0.21371], [-4.59588, 0.89587, -1.23327], [-6.03853, 0.93273, -1.73910], [-7.04261, 1.30940, -0.65611], [-2.25553, 0.74349, 0.85175], [-0.77973, 0.48847, 1.15278], [6.89641, -3.26117, 2.48626], [5.28820, -3.67953, 1.90806], [6.22428, -2.43285, 1.08195], [5.13289, -2.24058, 3.93209], [6.15226, -1.02861, 3.15736], [4.38634, -0.75773, 1.37530], [3.89961, -0.25131, 3.00187], [2.68266, -2.35598, 3.34948], [3.17242, -2.94060, 1.74118], [2.15888, 1.94633, 0.23126], [2.24135, 0.86374, 1.55046], [2.62129, 1.22088, -3.21593], [3.07780, 1.94152, -1.66118], [0.56721, 2.33581, -1.23607], [0.26037, 1.67577, -2.84037], [1.96090, 4.14514, -2.25854], [1.61815, 3.48592, -3.85766], [-0.81756, 3.89440, -3.50705], [0.10697, 5.38701, -3.34400], [-0.48076, 4.55265, -1.90588], [1.63521, -2.96967, -2.47190], [-1.24919, -0.61704, 2.90872], [-0.67381, -2.12959, 0.32425], [-1.11862, -2.87079, 1.85813], [-3.09529, -2.56854, 0.39090], [-3.25287, -1.61394, 1.86655], [-2.32756, -0.57027, -0.84369], [-4.76277, -1.14673, -0.61153], [-4.87804, 0.00996, 0.71443], [-3.93201, 0.74144, -2.08802], [-4.35356, 1.86548, -0.79415], [-6.10406, 1.66221, -2.55021], [-6.30063, -0.04379, -2.15250], [-8.03913, 1.40296, -1.08174], [-6.77364, 2.26089, -0.20201], [-7.07765, 0.55279, 0.12305], [-2.34603, 1.65143, 0.25234], [-2.79942, 0.90114, 1.78548], [-0.35539, 1.34941, 1.67688], [-0.25990, 0.36032, 0.20284]], "lowdin_charge": [-0.109, -0.260, -0.194, -0.130, 0.003, -0.124, -0.242, 0.202, 0.062, -0.137, -0.192, -0.265, -0.110, -0.470, 0.089, 0.219, -0.424, 0.084, -0.409, 0.067, -0.211, -0.132, -0.156, -0.336, -0.185, -0.224, -0.271, -0.114, -0.152, -0.155, 0.068, 0.066, 0.073, 0.109, 0.104, 0.105, 0.112, 0.130, 0.117, 0.098, 0.107, 0.129, 0.128, 0.102, 0.126, 0.110, 0.114, 0.074, 0.070, 0.071, 0.172, 0.152, 0.105, 0.132, 0.118, 0.125, 0.147, 0.120, 0.116, 0.112, 0.105, 0.102, 0.105, 0.067, 0.073, 0.064, 0.107, 0.128, 0.120, 0.094], "orbital_gap_ev": 9.067, "smiles": "CCCCN(c1c(N)n(CCCC)c(=O)[nH]c1=O)C(=O)[C@H]1CC[C@H](CCCC)CC1", "total_charge": 0, "molar_mass_g_mol": 420.6, "fmax_ha_per_bohr": 0.0136, "e_tot_ha": -1345.25624, "homo_energy_ev": -8.600}

***

{"formula": "C6H13NO3", "method": "ωB97M-V/def2-TZVPD", "species": ["C", "N", "C", "O", "C", "C", "C", "C", "O", "H", "H", "H", "H", "H", "H", "H", "H", "H", "H", "H", "O", "H", "H"], "positions_angstrom": [[-0.48657, 2.45071, -2.27825], [-0.02031, 1.82236, -1.06232], [0.48588, 0.57982, -1.04705], [0.59662, -0.09072, -2.07431], [0.90104, -0.00263, 0.30398], [0.99645, 1.00415, 1.44831], [-0.04188, -1.17968, 0.61289], [-1.48691, -0.93196, 0.28806], [-2.27486, -1.86309, 0.15136], [-0.87679, 3.44397, -2.03295], [-1.28457, 1.85657, -2.74453], [0.33213, 2.55962, -3.00321], [-0.07982, 2.34358, -0.20029], [1.90347, -0.41719, 0.11379], [1.39283, 0.52470, 2.35275], [0.00807, 1.40877, 1.71400], [1.66912, 1.83392, 1.19224], [0.26168, -2.03522, -0.01813], [-0.20740, -1.28569, 1.73204], [-1.84296, 0.11363, 0.18966], [0.12984, -3.88754, 1.80182], [-0.77009, -3.83382, 1.32829], [0.69504, -4.41423, 1.23184]], "lowdin_charge": [-0.066, 0.012, -0.507, 0.056, -0.285, -0.075, -0.132, -0.246, 0.030, 0.085, 0.092, 0.091, 0.116, 0.151, 0.088, 0.083, 0.086, 0.131, 0.149, 0.130, -0.096, 0.076, 0.030], "orbital_gap_ev": 10.337, "smiles": "CNC(=O)[C@@H](C)CC=O.O", "total_charge": 0, "molar_mass_g_mol": 147.2, "fmax_ha_per_bohr": 0.0447, "e_tot_ha": -516.88481, "homo_energy_ev": -9.680}

***

{"formula": "C6H7O5S2", "method": "ωB97M-V/def2-TZVPD", "species": ["C", "C", "C", "C", "C", "C", "O", "O", "O", "O", "O", "S", "S", "H", "H", "H", "H", "H", "H", "H"], "positions_angstrom": [[3.35046, -0.81978, 0.97000], [3.84921, 0.38797, 0.69337], [-2.16119, 0.22728, 0.61727], [2.11944, -1.15850, 0.14595], [1.65450, -0.00508, -0.72870], [-3.69966, 1.38738, -0.80731], [0.06483, 2.20731, 0.00395], [-2.96259, 0.05841, 1.51839], [-0.92449, -0.13948, 0.65626], [0.91872, 0.98176, 1.84639], [-2.52982, 0.68759, -0.62306], [3.03176, 1.17884, -0.62446], [0.57698, 0.93202, 0.46579], [3.66096, -1.64451, 1.68629], [4.71141, 0.72050, 1.18372], [2.34168, -1.97864, -0.44533], [1.17575, -1.51278, 0.62120], [-3.84825, 2.20485, -0.14281], [-4.50226, 0.66215, -0.46361], [-3.85197, 1.72580, -1.83861]], "lowdin_charge": [-0.195, -0.458, -0.654, -0.358, -0.564, -0.106, -0.346, 0.091, -0.096, -0.309, -0.043, 0.803, 0.645, 0.115, 0.039, 0.061, 0.104, 0.076, 0.105, 0.091], "orbital_gap_ev": 7.255, "total_charge": -1, "molar_mass_g_mol": 223.3, "fmax_ha_per_bohr": 0.0647, "e_tot_ha": -1405.36247, "homo_energy_ev": -3.942}

***

{"formula": "C4H12", "method": "ωB97M-V/def2-TZVPD", "species": ["C", "C", "H", "H", "H", "H", "H", "H", "C", "C", "H", "H", "H", "H", "H", "H"], "positions_angstrom": [[-1.22096, 1.31353, 0.40526], [-0.64992, 1.17229, 1.80621], [-0.97616, 2.29289, 0.02159], [-0.74728, 0.62720, -0.29619], [-2.26111, 1.02773, 0.33280], [-1.28215, 1.56728, 2.59448], [-0.43717, 0.15430, 2.14412], [0.35198, 1.61437, 1.82397], [1.48657, -0.79888, -1.39756], [0.36635, -1.67787, -0.78920], [1.31438, -0.45330, -2.41329], [1.55281, 0.06027, -0.74097], [2.39370, -1.39147, -1.38180], [0.76683, -2.60884, -0.40406], [-0.49269, -1.77581, -1.46614], [-0.23208, -1.16780, -0.03566]], "lowdin_charge": [-0.162, -0.169, 0.065, 0.022, 0.066, 0.058, 0.056, 0.066, -0.149, -0.166, 0.061, 0.048, 0.056, 0.061, 0.067, 0.021], "orbital_gap_ev": 12.532, "smiles": "CC.CC", "total_charge": 0, "molar_mass_g_mol": 60.1, "fmax_ha_per_bohr": 0.0287, "e_tot_ha": -159.56530, "homo_energy_ev": -11.362}

***

{"formula": "C3H8N2O", "method": "ωB97M-V/def2-TZVPD", "species": ["O", "C", "C", "H", "H", "H", "H", "N", "C", "N", "H", "H", "H", "H"], "positions_angstrom": [[1.45273, 1.42882, 0.09036], [1.08102, 1.55041, -1.05504], [0.83164, 0.32973, -1.88990], [0.66892, 2.50736, -1.38686], [0.96592, 0.50813, -2.96017], [-0.23556, 0.09264, -1.73881], [1.33243, -0.59999, -1.64683], [-0.51012, -2.06111, 1.02817], [-1.41884, -1.07003, 0.78078], [-1.55053, 0.11136, 1.22911], [-0.27892, -2.74056, 0.30810], [0.28322, -1.73357, 1.58307], [-1.99714, -1.41750, -0.09223], [-1.08060, 0.35390, 2.10914]], "lowdin_charge": [0.014, -0.292, -0.060, 0.125, 0.085, 0.068, 0.073, 0.265, -0.210, 0.328, 0.153, 0.152, 0.162, 0.139], "orbital_gap_ev": [8.815, 4.036], "total_charge": 1, "molar_mass_g_mol": 88.1, "fmax_ha_per_bohr": 0.0919, "e_tot_ha": -303.47755, "homo_energy_ev": [-13.413, -13.390], "spin_multiplicity": 2}